56
Properties=species:S:1:pos:R:3:forces:R:3 method="wB97M-V/def2-TZVPD" total_charge=+1 e_lumo_ev=-4.82 fmax_ev_per_a=7.448 de_lowest_kcal_mol=107.0
C 0.2539 4.1923 -2.0405 0.007 0.343 -0.291
C -0.3320 3.4715 -0.8610 -0.124 -1.756 1.652
N 0.4935 2.2055 -0.5191 3.889 2.271 -5.932
C 1.9139 2.5984 -0.1806 -0.864 -0.417 -0.020
C 2.5009 3.3563 -1.3655 0.507 0.351 -0.132
C 1.4932 3.4354 -2.5163 -0.125 -0.107 0.217
C 1.0831 2.0150 -2.9088 0.083 -0.052 -0.596
C 0.5246 1.2715 -1.7042 0.048 0.374 0.592
H -0.5192 4.2352 -2.8139 0.321 0.188 -0.101
H 0.4989 5.2074 -1.7131 0.061 -0.050 -0.372
H -0.3328 4.0605 0.0692 -0.055 -0.094 -0.329
H -1.3552 3.0993 -1.0196 0.255 0.230 -0.005
H 1.8922 3.1858 0.7463 0.025 -0.113 -0.386
H 2.4636 1.6718 0.0386 -0.201 0.253 -0.080
H 2.7770 4.3598 -1.0324 0.110 -0.022 -0.214
H 3.4087 2.8427 -1.6954 -0.047 0.204 -0.047
H 1.9216 3.9540 -3.3640 0.177 0.045 -0.163
H 0.3092 2.0450 -3.6806 0.220 0.075 -0.120
H 1.9369 1.4595 -3.3056 -0.059 0.164 -0.098
H 1.1258 0.3953 -1.4199 -0.112 0.319 -0.040
H -0.4877 0.9096 -1.8957 0.378 0.157 0.039
C -0.3578 -6.4654 -1.7440 -0.076 0.056 0.095
C -0.5172 -6.2214 -0.3761 -0.173 0.062 -0.120
C -1.4417 -5.2723 0.0693 -0.050 0.088 -0.363
C -2.1934 -4.5765 -0.8776 0.602 0.114 -0.063
O -3.0172 -3.5084 -0.4989 -0.404 0.480 0.218
C -2.4649 -2.3631 0.0414 0.358 -0.726 -0.661
C -2.5525 -1.1772 -0.6956 -0.296 -0.372 -0.224
C -1.8437 -0.0673 -0.2944 0.357 0.183 0.152
C -0.9204 -0.1106 0.8055 -0.914 -1.563 -0.842
C 0.0304 0.9152 1.0093 -4.904 0.676 4.287
C 0.6495 1.1176 2.2742 2.180 0.349 1.278
C 0.7396 2.4337 2.8258 -0.080 -0.353 0.113
C 1.1677 2.6517 4.1346 0.028 0.469 -0.266
C 1.4969 1.5895 4.9789 -0.321 -0.366 -0.867
C 1.4181 0.2886 4.4671 0.140 -0.123 0.010
C 1.0937 0.0613 3.1258 0.151 -0.057 -0.231
C -1.1569 -1.2163 1.6966 0.751 -0.464 -0.218
C -1.8375 -2.3510 1.2852 -0.306 0.129 0.105
C -2.1083 -4.8691 -2.2450 0.177 0.245 0.474
C -1.1551 -5.7908 -2.6766 -0.181 -0.139 0.236
H 0.3779 -7.1975 -2.0821 -0.228 0.251 0.100
H 0.0746 -6.7630 0.3625 -0.122 0.099 -0.280
H -1.5808 -5.0573 1.1289 0.136 -0.227 -0.372
H -3.1307 -1.1827 -1.6243 0.104 0.081 0.436
H -1.9781 0.8549 -0.8695 0.179 -0.451 0.303
H -0.2163 1.8718 0.4440 -1.640 -1.671 3.310
H 0.4396 3.2925 2.2131 0.045 -0.380 0.338
H 1.2603 3.6824 4.4942 -0.132 -0.437 -0.107
H 1.8249 1.7691 5.9944 -0.075 -0.023 -0.029
H 1.6468 -0.5595 5.1240 0.024 0.355 -0.403
H 1.1777 -0.9624 2.7259 -0.024 0.701 0.270
H -0.7974 -1.2282 2.7305 0.034 0.167 -0.654
H -1.8888 -3.2419 1.9183 -0.085 0.629 -0.101
H -2.7611 -4.3362 -2.9376 0.268 -0.123 0.159
H -1.0479 -5.9822 -3.7456 -0.017 -0.021 0.347

---

89
Properties=species:S:1:pos:R:3:forces:R:3 method="wB97M-V/def2-TZVPD" total_charge=-1 e_lumo_ev=-1.07 fmax_ev_per_a=8.174
C -0.8242 -2.5504 -2.3295 0.283 0.402 -0.113
C -0.7128 -3.0798 -0.9158 -0.265 -0.811 0.127
P 0.9257 -3.8648 -0.4590 -0.132 1.171 0.440
C 0.8263 -3.8065 1.4206 0.088 -0.966 -0.643
Nb 2.9791 -2.6249 -1.3627 -1.628 -0.176 -2.379
O 2.2215 -2.5451 -3.2699 0.579 -0.782 2.371
C 3.9094 -4.6390 -1.9872 0.079 -0.011 0.576
C 3.2825 -5.9182 -1.4144 1.233 -0.450 -0.564
C 4.1246 -7.1708 -1.7183 0.037 -0.573 -0.139
S 5.7894 -7.0611 -0.9768 0.221 0.252 0.167
C 2.2901 -0.5485 -0.8179 0.307 0.710 0.988
C 1.0586 -0.2946 -0.0375 -0.090 0.327 -0.057
C 0.9686 -0.3917 1.4765 0.168 -0.595 -0.370
N 0.0276 0.1352 -0.6501 -0.666 0.027 -0.422
C 4.1687 -2.9591 0.5785 -0.232 0.314 -1.398
C 4.7948 -1.7089 1.2140 1.462 -1.370 1.287
C 6.2588 -2.0553 1.6457 -0.308 0.659 -0.010
O 4.1331 -1.3147 2.4253 -0.672 0.098 -0.266
P 5.1367 -1.5684 -2.4066 0.422 0.047 -0.088
P 4.6603 0.0778 -3.7192 0.906 -0.316 0.107
O 3.8004 -0.2636 -4.8583 -0.717 0.001 -0.293
O 6.1115 0.5475 -4.3211 -0.484 0.310 0.466
O 4.1095 1.3838 -2.9315 0.068 -0.024 -0.209
H -0.1649 -1.7061 -2.4963 0.120 0.101 0.061
H -0.5477 -3.3097 -3.0583 -0.060 -0.167 -0.060
H -1.8309 -2.1988 -2.5528 -0.181 -0.118 0.060
H -1.4427 -3.8908 -0.8173 -0.028 -0.111 0.096
H -1.0001 -2.3685 -0.1452 0.192 0.414 -0.110
H 1.1140 -4.8028 1.7549 0.109 -0.031 0.234
H 1.5056 -3.0896 1.8614 -0.145 0.242 0.076
H -0.2056 -3.6738 1.7342 -0.061 0.293 0.070
H 2.1415 -3.4595 -3.5808 0.110 0.264 -0.331
H 4.9565 -4.6144 -1.6822 0.127 0.069 -0.069
H 3.9262 -4.7485 -3.0758 0.011 0.152 -0.144
H 2.3496 -6.1008 -1.9368 -0.483 0.038 0.424
H 3.1600 -5.8994 -0.3324 -0.394 0.258 0.078
H 4.1960 -7.3313 -2.7912 0.211 0.221 -0.178
H 3.6546 -8.0684 -1.3194 -0.165 0.000 0.168
H 6.4075 -8.1425 -1.4876 -0.392 0.028 -0.074
H 2.1446 -0.0416 -1.7749 -0.046 -0.262 -0.291
H 3.0762 0.0437 -0.3353 0.261 -0.238 0.066
H 0.1447 -1.0705 1.6939 -0.223 0.083 0.143
H 0.7261 0.6032 1.8484 0.152 -0.038 0.223
H 1.8412 -0.8201 1.9578 0.255 0.352 -0.004
H -0.7281 0.2642 0.0252 -0.073 0.098 -0.040
H 5.0049 -3.5702 0.2405 0.009 -0.212 -0.041
H 3.6394 -3.5910 1.2975 -0.002 0.137 0.255
H 4.9050 -0.8583 0.5514 -0.649 0.241 -0.029
H 6.4074 -3.1220 1.7817 0.075 -0.130 -0.134
H 6.9647 -1.6336 0.9306 0.193 -0.327 -0.158
H 6.4537 -1.5745 2.6020 0.039 0.154 0.073
H 3.5376 -2.0387 2.6523 0.116 0.164 0.019
H 5.9448 -0.9464 -1.4220 -0.141 0.315 -0.175
H 5.8559 1.0885 -5.0869 0.321 -0.119 0.019
H 3.3255 1.6900 -3.4142 0.053 -0.069 0.196
C 0.3116 5.4821 4.1006 0.441 0.179 -0.273
O -0.4964 4.4381 4.6219 -1.617 -2.203 2.297
P -1.2296 3.4082 3.4908 2.185 4.027 -6.769
O -0.0532 3.3509 2.5501 -0.072 -0.520 1.045
O -2.3065 4.5972 3.1049 -0.373 -0.395 0.736
C -3.1301 5.1761 4.1184 -0.029 0.124 -0.124
O -2.0945 2.2558 2.6282 0.144 -1.309 2.990
C -2.6926 2.6521 1.3978 -0.747 0.481 -0.159
H 0.5557 6.1391 4.9371 -0.168 -0.120 0.116
H 1.2366 5.0875 3.6868 -0.090 -0.049 -0.110
H -0.2252 6.0538 3.3412 -0.003 -0.108 -0.050
H -2.9046 6.2407 4.1935 0.031 -0.007 0.037
H -2.9701 4.7205 5.0950 0.000 0.053 0.018
H -4.1765 5.0558 3.8359 0.020 -0.050 -0.052
H -2.0446 3.3363 0.8508 0.091 -0.017 0.120
H -3.6663 3.1108 1.5708 0.030 0.037 -0.109
H -2.8381 1.7490 0.8056 0.134 -0.161 0.246
C -8.4361 1.8548 0.2038 -0.132 -0.140 0.569
O -7.5602 2.1711 -0.8686 1.980 -0.028 -3.054
P -6.6661 3.5941 -0.7180 -3.231 2.611 6.697
O -6.3477 3.4561 0.7473 0.330 -0.422 -0.937
O -8.0076 4.4987 -1.0249 0.385 -0.219 -0.733
C -8.7642 4.2764 -2.2203 -0.137 0.065 0.069
O -5.6330 4.8954 -0.9548 0.960 -2.272 -2.176
C -6.0462 6.1643 -0.4704 -0.441 0.471 -0.234
H -9.0495 1.0173 -0.1304 0.096 0.052 -0.216
H -7.8770 1.5470 1.0841 0.044 0.143 0.001
H -9.0839 2.6994 0.4461 0.107 0.047 0.012
H -9.7734 3.9677 -1.9477 0.013 -0.035 0.005
H -8.3263 3.5049 -2.8515 -0.042 -0.013 0.001
H -8.8201 5.2081 -2.7833 0.050 0.027 0.046
H -6.5617 6.0702 0.4853 0.005 -0.096 -0.032
H -6.6862 6.6691 -1.1944 -0.049 0.005 0.087
H -5.1402 6.7547 -0.3384 0.113 -0.201 -0.068

---

80
Properties=species:S:1:pos:R:3:forces:R:3 method="wB97M-V/def2-TZVPD" multiplicity=2 total_charge=+3 e_lumo_ev="-10.48 / -12.74" fmax_ev_per_a=5.856
Y -2.9845 -0.2508 1.4536 4.062 -0.230 -0.927
O 0.5912 1.0898 -0.1695 -1.471 -1.349 0.417
C -0.5087 0.4376 0.2689 -1.333 0.652 3.141
O -1.4522 0.0650 -0.4163 -1.308 -0.504 -3.673
O -0.7533 0.2912 1.5033 1.534 0.054 2.042
H 0.3546 1.0937 -1.0999 0.756 0.604 -1.319
C -1.8501 -2.4741 4.0772 0.119 0.238 -1.032
O -2.1574 -1.5164 3.2788 -0.616 -0.151 -0.063
N -0.6398 -2.6633 4.5428 0.123 -0.438 0.857
C -0.3212 -3.6729 5.5787 -0.323 -0.676 0.344
C 0.4564 -1.7259 4.3640 0.400 0.411 -0.072
H -2.5665 -3.2690 4.3362 0.018 0.463 0.015
H -1.0898 -4.4153 5.7936 -0.416 0.197 -0.690
H -0.1750 -3.2268 6.5625 0.308 0.494 -0.238
H 0.5651 -4.2407 5.2955 0.032 0.277 -0.087
H 1.4167 -2.2285 4.2487 -0.260 -0.531 -0.245
H 0.3043 -1.0808 3.4986 -0.189 0.130 0.312
H 0.5921 -1.2005 5.3094 -0.261 0.516 -0.169
C 1.8264 0.9410 -3.2033 -0.883 -0.962 -0.285
O 0.8506 1.3654 -3.7937 0.330 0.477 0.237
N 2.1283 -0.3816 -3.1778 0.756 -1.887 0.671
C 3.1491 -0.9240 -2.2667 0.768 0.955 0.071
C 1.5169 -1.4511 -4.0246 -0.070 0.940 0.701
H 2.5084 1.5402 -2.5803 -0.020 0.195 -0.063
H 3.4535 -0.1823 -1.5283 -0.148 0.483 -0.232
H 4.0788 -1.2027 -2.7627 -0.082 -0.105 -0.383
H 2.8922 -1.7699 -1.6291 -0.842 -0.267 -0.453
H 2.1913 -1.7335 -4.8330 -0.062 0.050 0.016
H 1.3664 -2.2971 -3.3540 0.021 -0.146 -0.200
H 0.5448 -1.1480 -4.4135 0.232 0.213 -0.048
C -2.9483 3.2936 0.4831 0.001 2.331 0.611
O -2.6643 2.2446 1.1033 -0.965 -1.819 0.767
N -3.4547 4.4185 1.0341 0.209 -2.379 -0.410
C -3.9704 5.4603 0.1526 -0.132 1.714 1.299
C -3.8381 4.4814 2.4790 -0.223 -0.647 -0.534
H -2.6128 3.4206 -0.5578 -0.508 -0.153 0.065
H -3.5544 6.3922 0.5353 0.528 0.169 -0.463
H -5.0121 5.6521 0.4101 -0.343 -0.649 -0.553
H -3.7952 5.3721 -0.9196 0.012 -0.465 0.304
H -4.1611 5.4842 2.7587 0.394 -0.024 -0.221
H -4.6865 3.8243 2.6703 -0.242 0.001 -0.246
H -3.0574 4.0950 3.1342 0.301 0.395 -0.303
C -2.2579 -3.1679 -0.6333 1.381 -0.442 -1.065
O -2.7309 -2.3869 0.2314 -0.042 0.323 0.094
N -1.1109 -3.8674 -0.5533 -1.786 2.074 1.168
C -0.5123 -4.5174 -1.6760 0.610 -0.546 -1.050
C -0.1784 -3.4599 0.4731 0.054 -0.855 1.015
H -2.5889 -3.3185 -1.6725 -1.348 0.321 0.517
H -0.0315 -5.4287 -1.3204 0.690 0.411 0.027
H 0.1129 -3.7426 -2.1199 0.767 -0.629 -0.161
H -1.0946 -4.9273 -2.5012 -1.050 0.548 0.395
H 0.4216 -2.5762 0.2559 -0.155 0.146 -0.527
H -0.7672 -3.2471 1.3654 0.319 -0.135 0.137
H 0.5048 -4.2955 0.6254 -0.018 0.118 0.357
C -4.5913 2.3018 -3.8459 -1.701 -3.097 -0.676
O -5.3161 3.1935 -3.5896 -1.656 3.044 0.678
N -3.3034 2.2598 -3.8120 4.457 -0.659 -0.704
C -2.5283 0.9938 -3.8569 0.812 1.137 0.389
C -2.4723 3.4603 -3.7809 -0.261 0.722 0.870
H -4.9770 1.3161 -4.1490 -0.382 -0.360 0.058
H -1.7331 1.1457 -4.5867 -0.233 -0.534 -0.334
H -3.0332 0.0311 -3.9373 -0.637 0.537 -0.544
H -1.9769 0.9133 -2.9201 0.051 0.054 0.327
H -2.7910 4.2954 -4.4048 -0.509 -0.475 -0.396
H -2.5495 3.8856 -2.7803 0.364 0.113 0.299
H -1.4218 3.2924 -4.0181 -0.185 -0.494 0.075
C 5.9972 1.0741 0.6769 0.983 0.065 -0.348
C 6.7209 0.1322 1.3497 4.379 -1.779 2.025
C 6.0987 -1.1241 1.9291 1.036 -3.840 2.886
O 6.7007 -2.0868 2.5424 -1.515 4.812 -2.975
C 4.6447 -1.1313 1.9097 -0.471 0.725 0.148
C 3.8930 -0.1717 1.3077 -1.560 1.399 -1.101
C 4.5370 1.0115 0.5564 0.090 0.579 0.055
O 3.9667 1.9142 -0.0179 -0.381 -1.273 0.577
O 2.5427 -0.1769 1.3559 2.403 -1.063 0.618
O 8.0817 0.3220 1.5862 -4.865 0.336 -1.247
H 6.6631 1.8210 0.2706 -0.626 0.760 -0.445
H 4.0993 -1.8108 2.5477 0.299 -0.509 -0.099
H 2.1487 0.4874 0.7857 -0.310 0.885 -0.540
H 8.2994 -0.3218 2.2643 0.791 -0.993 0.539